[1]
This record from the Open Molecules 2025 dataset describes a single C7H11NO molecule at a distorted geometry. The level of theory is ωB97M-V with the def2-TZVPD basis set.

Element x y z (Å)
C 1.427392 -0.275994 0.799756
C -0.062459 -0.167653 0.916246
C -0.441434 1.257666 0.539785
C -0.055293 1.237963 -1.000151
C -1.043878 0.806742 -2.017113
C -0.827737 -0.801311 -0.277503
C -0.579482 -1.647968 0.879040
H 2.754032 -1.388194 1.557601
H 1.656307 -0.899312 -0.071014
H 1.933514 0.679416 0.710838
H -1.488944 1.528153 0.679432
H 0.071143 2.092498 1.035761
H 0.845249 1.652148 -1.381765
H -2.133629 0.940360 -1.739358
H -0.860551 1.118028 -3.083201
H -1.832460 -0.577115 -0.206244
H -1.457926 -2.075135 1.372300
H 0.293143 -2.314144 0.814657
N -0.184481 -0.196991 -1.462614
O 1.987493 -0.969157 1.933546

Forces on the atoms, in the same order (eV/Å):
C 0.707 -1.245 -0.080
C -0.682 -0.314 -0.140
C -0.550 1.335 -0.170
C -0.646 -1.093 0.388
C -1.488 1.793 -1.133
C 1.877 0.236 -0.219
C 0.870 -0.799 -0.004
H 0.607 -0.356 0.259
H 0.194 0.352 -0.259
H -0.142 0.286 -0.119
H -0.147 -0.348 -0.181
H 0.398 -0.472 0.107
H 0.639 0.710 0.179
H 1.263 -0.673 -0.167
H -0.163 -0.600 1.100
H -2.119 1.062 -0.242
H 0.345 0.278 -0.071
H -0.512 0.279 0.686
N -0.024 -0.819 0.130
O -0.425 0.388 -0.065

Properties
SMILES: OC[C@@]12C[C@@H]3CN3[C@H]1C2
Spin multiplicity: 1
LUMO level: 0.9 eV

[2]
This record from the Open Molecules 2025 dataset describes a single C2H3N3O2 molecule at a distorted geometry. The level of theory is ωB97M-V with the def2-TZVPD basis set.

Element x y z (Å)
C -0.114908 0.287712 0.302658
C -0.533091 -1.382215 -1.004969
H 0.434308 1.997871 1.269765
H -1.104140 1.300873 1.736204
H 1.890453 0.157300 -0.149629
N -0.195001 1.173032 1.322243
N -1.043009 -0.583056 -0.012558
N 0.961529 0.269923 -0.585557
O -1.050419 -2.322460 -1.526930
O 0.754278 -0.898980 -1.351226

Forces on the atoms, in the same order (eV/Å):
C -1.204 -0.756 -0.718
C -0.344 0.043 0.090
H -0.946 -0.995 0.173
H 0.043 -0.031 -0.033
H -0.598 0.190 -0.235
N 1.283 0.852 -0.566
N 0.566 0.998 1.058
N 0.639 -0.464 0.664
O 0.758 0.294 -0.192
O -0.196 -0.131 -0.242

Properties
SMILES: Nc1nc(=O)o[nH]1
Spin multiplicity: 1
LUMO level: 0.3 eV

[3]
This record from the Open Molecules 2025 dataset describes 8 unconnected molecules or ions with the total composition C27H62N7O7. The level of theory is ωB97M-V with the def2-TZVPD basis set.

Element x y z (Å)
C 1.060465 0.151570 1.789060
C 0.824769 0.493229 0.312831
C 1.023761 1.992596 -0.061018
C 1.584047 -0.415560 -0.686578
C 3.087012 -0.611565 -0.429770
C 3.875978 0.600347 0.058829
H 2.027277 -0.349782 1.947862
H 0.288453 -0.547102 2.146219
H -0.238167 0.288187 0.134115
H 0.065161 2.475861 -0.281839
H 1.656809 2.151100 -0.940665
H 1.471397 2.527303 0.777816
H 1.434246 -0.097516 -1.728964
H 1.115557 -1.404457 -0.607112
H 3.550325 -0.953925 -1.364298
H 3.217032 -1.424794 0.284461
H 4.948027 0.376023 0.080052
H 3.742662 1.462056 -0.596713
H 3.563355 0.898597 1.059604
C 1.615599 -4.866131 4.225503
C 0.928601 -3.824545 3.349328
O -0.274594 -3.638696 3.462540
N 1.696277 -3.148913 2.469147
C 3.119924 -3.316639 2.264449
H 0.851750 -5.302904 4.862150
H 2.080367 -5.651469 3.627270
H 2.391583 -4.416887 4.847045
H 1.231029 -2.397738 1.955775
H 3.642420 -2.374428 2.439230
H 3.354340 -3.652444 1.252590
H 3.504333 -4.043523 2.972843
C -0.443736 2.835877 3.640793
C -0.956492 3.740173 4.722883
O -0.917506 4.964804 4.682847
N -1.480521 3.128235 5.829459
C -1.691489 1.713577 6.041693
H -0.030829 3.408258 2.817146
H 0.337699 2.169928 4.007993
H -1.231678 2.189124 3.255114
H -1.767246 3.771920 6.548752
H -2.754893 1.505922 6.188920
H -1.144299 1.339379 6.910296
H -1.372030 1.154471 5.168048
C -1.407519 -0.334529 -3.836867
C -0.389633 0.654021 -4.342836
O 0.714864 0.303658 -4.740548
N -0.713757 1.971615 -4.341261
C -1.920152 2.630923 -3.893748
H -0.964896 -1.324703 -3.883494
H -1.681803 -0.110190 -2.804966
H -2.315925 -0.306878 -4.436200
H 0.042969 2.553851 -4.663877
H -2.368887 3.206886 -4.707782
H -1.693564 3.314409 -3.072301
H -2.665112 1.919899 -3.550798
C 1.323178 -2.628211 -5.826910
C 0.266044 -3.573372 -6.340003
O -0.829888 -3.198783 -6.721612
N 0.576490 -4.905613 -6.370216
C 1.801461 -5.543042 -5.948142
H 0.939110 -1.613365 -5.824034
H 1.611247 -2.877410 -4.804164
H 2.216946 -2.682551 -6.451918
H -0.171418 -5.485067 -6.715751
H 2.281612 -6.079562 -6.770219
H 1.629015 -6.249582 -5.133206
H 2.497027 -4.790757 -5.589701
C 7.727798 -1.250545 0.425202
C 7.762959 -1.729523 1.859587
O 7.198434 -2.746600 2.217264
N 8.466439 -0.975143 2.752378
C 9.171659 0.262438 2.515519
H 7.097400 -1.935822 -0.133151
H 7.309142 -0.247067 0.348219
H 8.727994 -1.243837 -0.011167
H 8.440923 -1.339071 3.691613
H 10.233259 0.172400 2.756923
H 8.753277 1.081595 3.103687
H 9.090359 0.535191 1.467714
C -6.188770 1.627626 4.636879
C -5.035170 2.544928 4.285701
O -4.103473 2.174875 3.602691
N -5.063833 3.817128 4.782147
C -6.071445 4.431210 5.610762
H -5.991408 0.668936 4.167273
H -6.272948 1.491595 5.716061
H -7.138466 2.022060 4.272155
H -4.249525 4.359326 4.530820
H -6.511670 5.307356 5.128937
H -5.664934 4.744071 6.575339
H -6.871768 3.721647 5.802777
C -5.792357 0.517101 -6.032301
C -5.523014 0.901207 -4.594118
O -4.458564 0.654499 -4.056811
N -6.513461 1.536840 -3.910414
C -7.827585 1.906847 -4.380949
H -4.902426 0.023893 -6.410703
H -6.641126 -0.163819 -6.108352
H -6.007726 1.394835 -6.643283
H -6.266482 1.755928 -2.957519
H -7.982280 2.986420 -4.329154
H -8.613050 1.420266 -3.799228
H -7.944695 1.603236 -5.417157

Forces on the atoms, in the same order (eV/Å):
C 0.013 -0.223 0.008
C 0.022 -0.112 0.036
C 0.029 0.117 0.068
C -0.134 -0.100 0.063
C 0.109 -0.033 -0.248
C 0.004 0.102 -0.008
H 0.069 0.094 0.011
H -0.057 0.086 0.013
H 0.009 0.012 -0.097
H -0.014 0.000 0.072
H -0.015 -0.072 -0.058
H 0.021 -0.020 0.002
H 0.015 0.159 0.054
H 0.054 -0.027 -0.101
H -0.054 -0.100 0.012
H 0.060 0.048 0.081
H -0.012 -0.045 0.047
H 0.001 -0.001 -0.046
H -0.064 0.025 -0.005
C -0.021 0.030 -0.025
C 0.094 -0.123 0.029
O -0.032 0.027 -0.023
N -0.099 -0.171 -0.141
C -0.103 0.176 0.253
H 0.001 -0.001 0.000
H -0.004 -0.001 -0.006
H -0.005 0.008 0.004
H 0.063 0.179 0.149
H -0.002 0.012 -0.043
H -0.053 -0.033 -0.008
H 0.119 -0.032 -0.076
C -0.005 0.040 0.005
C -0.052 -0.134 0.069
O -0.038 0.062 -0.040
N 0.056 0.002 0.023
C -0.162 -0.016 -0.048
H -0.031 0.096 0.054
H 0.020 -0.048 -0.101
H -0.009 0.021 -0.023
H -0.022 0.014 -0.017
H 0.005 -0.045 -0.005
H 0.065 0.062 -0.018
H 0.035 -0.013 0.016
C 0.041 0.063 0.004
C 0.089 -0.098 0.147
O -0.027 0.059 -0.094
N 0.005 0.099 -0.140
C 0.027 0.054 0.125
H 0.010 0.003 -0.005
H -0.005 0.004 -0.001
H -0.008 0.016 0.034
H 0.015 -0.005 0.039
H -0.009 -0.010 -0.009
H -0.032 -0.004 0.018
H 0.113 -0.102 -0.037
C -0.041 -0.048 -0.040
C 0.028 -0.044 0.050
O -0.008 0.020 -0.034
N 0.002 -0.028 -0.038
C 0.039 0.029 0.040
H -0.009 -0.019 -0.009
H 0.009 -0.002 0.000
H 0.016 0.010 0.015
H -0.017 0.013 0.014
H -0.018 0.016 -0.022
H -0.029 0.012 0.006
H 0.022 -0.023 0.005
C -0.076 -0.075 0.001
C 0.008 0.103 -0.031
O 0.032 -0.057 -0.001
N 0.044 -0.052 0.051
C -0.024 0.052 -0.052
H -0.004 0.005 0.000
H -0.001 0.001 0.009
H 0.009 0.018 0.015
H -0.033 0.007 0.000
H -0.002 -0.031 0.001
H -0.025 -0.015 0.005
H 0.018 0.019 0.004
C 0.021 0.006 -0.049
C 0.000 0.186 0.194
O 0.025 -0.147 -0.116
N 0.054 0.013 -0.056
C -0.059 -0.040 0.036
H -0.012 -0.006 0.009
H 0.017 0.000 0.004
H 0.003 0.004 -0.009
H 0.036 -0.007 0.023
H 0.015 -0.008 -0.028
H 0.026 -0.014 -0.004
H -0.013 0.019 0.016
C 0.011 -0.001 0.020
C -0.060 -0.008 -0.038
O -0.121 -0.013 -0.019
N 0.006 0.033 0.059
C -0.026 -0.018 -0.062
H -0.004 -0.001 -0.009
H 0.002 -0.005 0.010
H 0.008 0.007 0.004
H 0.010 -0.011 -0.002
H 0.029 0.005 0.003
H 0.018 -0.019 0.011
H -0.024 0.011 0.002

Properties
Total charge: -1
Spin multiplicity: 1
LUMO level: 2.1 eV

[4]
This record from the Open Molecules 2025 dataset describes a molecular structure, C6H12BCl6F6Hg2O2P at a distorted geometry. The level of theory is ωB97M-V with the def2-TZVPD basis set.

Element x y z (Å)
Hg 0.150866 2.139175 -1.570266
Hg 3.079904 -1.199695 1.593095
B 0.186110 0.628368 0.616171
F 1.110014 1.603214 0.359743
F -0.310585 0.210185 -0.587855
F 0.960051 -0.314299 1.287825
F -0.833289 1.091830 1.325388
O 2.942609 -1.140190 -0.562955
P 2.603502 -0.590287 -1.979900
O 1.900702 0.786555 -2.143882
F 1.616111 -1.645603 -2.697580
F 3.925768 -0.665704 -2.890208
Cl -1.771209 -1.094928 3.823394
C -2.185210 -2.018895 2.396687
C -3.655913 -2.611534 2.514235
Cl -4.223665 -3.394190 1.057481
H -1.534071 -2.878374 2.237276
H -2.204322 -1.337588 1.546061
H -4.331778 -1.780921 2.717667
H -3.600161 -3.322923 3.338204
Cl 3.916592 1.457903 0.891420
C 4.131369 2.990385 1.805937
C 2.822493 3.443836 2.330732
Cl 2.090508 2.031312 3.243060
H 4.421780 3.759962 1.090731
H 4.852846 3.000307 2.622934
H 2.096326 3.691585 1.556518
H 2.939279 4.299975 2.995177
Cl -3.485623 -1.480672 -1.694540
C -3.387335 -1.034803 -3.420388
C -1.927520 -0.856549 -3.954767
Cl -1.147455 0.632760 -3.390902
H -3.984483 -0.161829 -3.683910
H -3.910471 -1.803676 -3.988963
H -1.954130 -0.711284 -5.034723
H -1.299612 -1.723408 -3.748897

Forces on the atoms, in the same order (eV/Å):
Hg 0.328 -0.558 -1.610
Hg -0.352 1.425 -1.150
B -0.887 -0.871 2.118
F 1.466 2.874 -0.722
F -0.465 -1.730 -1.182
F 0.223 -1.892 0.847
F -0.879 0.526 1.059
O -0.232 0.645 -2.150
P -1.125 0.505 -0.768
O 2.027 -2.436 0.384
F 1.980 1.477 1.281
F -2.550 0.132 1.841
Cl 0.238 0.025 0.413
C -2.071 -0.920 -1.205
C 1.512 1.117 1.025
Cl 0.214 -0.247 -0.397
H 0.311 0.346 0.077
H 0.371 -0.101 -0.026
H -0.003 -0.251 0.232
H -0.523 0.021 -0.104
Cl 1.056 -0.364 -0.251
C 0.011 1.174 0.215
C -1.389 -0.888 0.576
Cl -0.076 0.892 0.369
H 0.441 -0.408 -0.369
H 0.229 -0.908 -0.346
H 0.140 -0.061 0.060
H -0.010 -0.218 0.127
Cl 0.159 0.387 -0.566
C 0.708 0.239 -0.620
C -2.072 -1.800 -0.045
Cl 0.465 1.536 -0.148
H 0.178 0.334 0.652
H 0.533 -0.428 0.000
H -0.040 0.110 0.050
H 0.081 0.315 0.333

Properties
Total charge: +2
Spin multiplicity: 1
LUMO level: -11.2 eV

Relative energy (zero: lowest compared OMol25 entry of this formula, charge and spin) in kJ/mol, matching the order above: 569.13 128.55 0.00 149.96